[1]
DFT (ωB97M-V/def2-TZVPD) results for C37H30Cl3FMnN8O5 as an isolated structure in a non-equilibrium geometry.

Calculated values
LUMO energy (alpha / beta) in eV: -3.48 / -3.48
Electronic energy in eV: -132613.619
E_HOMO (alpha / beta) in eV: -9.59 / -9.63
<S²>: 6.042

```
! RIJCOSX wB97M-V def2-TZVPD def2/J DEFGRID3
* xyz 1 5
Mn 1.0863 -4.8087 24.4607
C -2.8301 -6.0158 25.3833
C -3.1906 -5.1716 26.3829
C -2.3126 -4.2432 26.8998
C -1.0284 -4.2292 26.4261
N -0.6587 -5.0898 25.4782
C -1.5210 -5.9394 24.9817
N -0.1409 -3.3173 27.0477
C 1.1468 -3.5073 26.8928
N 1.7514 -4.5468 26.1911
C 3.0461 -4.6517 26.5092
N 3.8990 -5.5334 26.1323
C 3.5083 -6.6297 25.4977
C 4.3359 -7.7940 25.6765
C 3.9461 -9.0157 25.1384
C 2.7851 -9.0669 24.3871
C 2.1049 -7.9018 24.1763
N 2.4163 -6.7349 24.7426
C 3.3982 -3.5360 27.4006
C 4.5722 -3.1896 28.0335
C 4.5470 -1.9830 28.6917
C 3.4330 -1.2735 28.8860
C 2.1984 -1.6866 28.3941
C 2.2449 -2.7814 27.5846
H -3.4004 -6.8552 24.9935
H -4.1649 -5.2609 26.8504
H -2.5435 -3.5437 27.6906
H -1.0743 -6.5895 24.2723
H 5.1926 -7.6846 26.2925
H 4.4822 -9.9259 25.4053
H 2.5189 -10.0822 23.9944
H 1.2266 -7.9012 23.5472
H 5.4312 -3.8330 27.9460
H 5.4469 -1.4997 29.1048
H 3.4760 -0.3231 29.4563
H 1.2927 -1.1408 28.5016
F -2.8172 -7.8421 19.9602
C -1.5036 -7.5050 19.8946
C -0.8784 -6.8388 20.8778
C 0.4662 -6.4662 20.7158
C 1.1508 -5.8735 21.8691
O 0.4679 -5.6890 22.8864
C 2.4805 -5.5070 21.6726
C 3.0660 -5.8119 20.4954
N 2.5184 -6.3492 19.4345
C 3.3659 -6.5946 18.2905
C 2.9802 -6.7300 16.8341
C 3.5707 -7.9000 17.5859
C 1.1690 -6.7864 19.5579
C 0.4507 -7.4530 18.4978
C -0.8449 -7.7355 18.6776
N -1.5196 -8.3486 17.5910
C -1.9981 -9.7261 17.8692
C -3.2366 -9.9873 17.0352
N -2.9405 -9.4865 15.6279
C -3.0133 -7.9456 15.6862
C -2.6073 -7.4640 17.0882
C 3.3127 -4.6588 22.6225
O 4.5064 -4.6274 22.3922
O 2.6489 -4.0780 23.5688
H -1.3687 -6.6028 21.8008
H 4.0907 -5.4701 20.4099
H 4.3478 -6.1259 18.4068
H 3.6280 -6.2379 16.1345
H 1.9472 -6.6047 16.5525
H 4.5926 -8.2006 17.5262
H 2.9866 -8.7671 17.8739
H 0.8308 -7.7511 17.5107
H -2.2476 -9.8405 18.9463
H -1.1479 -10.3880 17.5521
H -4.1281 -9.4528 17.3799
H -3.5794 -11.0471 17.0491
H -3.5211 -9.9041 14.8742
H -1.9477 -9.7306 15.5065
H -4.0590 -7.6662 15.5095
H -2.3284 -7.5352 14.9197
H -3.4664 -7.5129 17.7578
H -2.2747 -6.4025 17.1147
Cl -0.8107 0.3193 23.1581
C 0.3901 -0.9079 22.7962
Cl 1.9550 -0.3015 22.4101
Cl -0.2733 -1.8166 21.3664
C 0.4729 -1.8589 24.0141
O 1.0549 -1.4154 24.9814
O 0.0485 -3.0284 23.8690
*
```



[2]
DFT (ωB97M-V/def2-TZVPD) results for a 2-piece molecular cluster, C4H14NO2 overall in a non-equilibrium geometry.

Calculated values
LUMO energy in eV: -3.26
Electronic energy in eV: -9953.742
E_HOMO in eV: -13.78
Energy relative to the best compared isomer or geometry (same formula, charge and spin) in kcal/mol: 23.5

```
! RIJCOSX wB97M-V def2-TZVPD def2/J DEFGRID3
* xyz 1 1
C 0.1184 -1.5076 0.1398
C 0.5339 -0.6790 1.3403
C 0.5259 0.8377 1.1521
C 1.3205 1.3788 -0.0228
O 2.4160 0.5033 -0.2506
N -1.4001 -1.3552 -0.1284
H 0.5288 -1.0139 -0.7358
H 0.3254 -2.5648 0.2332
H 1.5883 -0.9466 1.4129
H 0.0477 -0.9649 2.2704
H -0.4435 1.3209 1.2600
H 1.0597 1.1703 2.0435
H 1.6913 2.3742 0.2191
H 0.7372 1.5430 -0.9301
H 2.8849 0.7096 -1.0645
H -1.9006 -1.6534 0.7107
H -1.6716 -0.3925 -0.3444
H -1.7440 -2.0000 -0.8404
H -2.9565 1.3075 -2.1698
H -1.5076 1.0020 -2.5060
O -2.1540 0.9307 -1.7891
*
```



[3]
DFT (ωB97M-V/def2-TZVPD) results for one molecule with the formula CHCl3N4 in a non-equilibrium geometry.

Calculated values
LUMO energy in eV: -1.42
Electronic energy in eV: -44574.877
E_HOMO in eV: -9.40
Energy relative to the best compared isomer or geometry (same formula, charge and spin) in kcal/mol: 8.1

```
! RIJCOSX wB97M-V def2-TZVPD def2/J DEFGRID3
* xyz 0 1
C 1.2839 0.2264 0.0015
N 0.1840 1.0203 0.0066
N 1.2034 -1.0441 0.0178
N -0.9768 0.5598 0.0009
N -1.3544 -0.6109 -0.0432
Cl 2.6560 -1.9193 0.0458
Cl -2.2189 1.9501 0.0521
Cl -2.9828 -0.9870 -0.0577
H 2.2056 0.8048 -0.0238
*
```



[4]
DFT (ωB97M-V/def2-TZVPD) results for an isolated ion of composition C5H11N2 and charge +1 in a non-equilibrium geometry.

Calculated values
LUMO energy (alpha / beta) in eV: -3.93 / -6.35
Electronic energy in eV: -8330.509
E_HOMO (alpha / beta) in eV: -10.66 / -14.70
<S²>: 2.026
Energy relative to the best compared isomer or geometry (same formula, charge and spin) in kcal/mol: 61.5

```
! RIJCOSX wB97M-V def2-TZVPD def2/J DEFGRID3
* xyz 1 3
C 0.9045 1.1872 -0.3782
C 1.0356 1.1230 1.0856
C -0.0675 0.1245 1.6843
C -1.0038 0.7137 -1.8663
C 0.3866 -1.2984 1.5485
N -0.0316 0.7266 -1.0828
N -1.4460 -0.5354 -2.5119
H 1.6648 1.6876 -1.1330
H 2.0597 1.0101 1.4640
H 0.7420 2.0915 1.5576
H -0.3668 0.3211 2.7739
H -0.8649 0.3607 1.0060
H -0.4104 -1.9536 1.6961
H 1.3257 -1.5274 2.0885
H 0.5645 -1.3928 0.3357
H -0.9460 -0.5242 -3.5111
H -2.4139 -0.6398 -2.6910
H -1.1325 -1.4744 -2.0659
*
```



[5]
DFT (ωB97M-V/def2-TZVPD) results for C14H28Br2N3O5V as an isolated structure in a non-equilibrium geometry.

Calculated values
LUMO energy (alpha / beta) in eV: -7.84 / -7.34
Electronic energy in eV: -195441.923
E_HOMO (alpha / beta) in eV: -11.46 / -11.46
<S²>: 0.799

```
! RIJCOSX wB97M-V def2-TZVPD def2/J DEFGRID3
* xyz 1 2
O -4.4948 -1.4835 0.4895
V -3.7633 -1.4534 -0.8759
C -0.7396 1.3000 -0.5799
C -1.8226 0.2353 -0.7041
O -2.8161 0.3157 -1.5008
O -1.8784 -0.6987 0.1162
H 0.2579 0.8716 -0.4826
H -0.8157 1.7192 0.4234
H -0.7104 2.0782 -1.3426
C -0.3151 4.1844 -3.9076
O 0.3864 5.1012 -3.5317
N -0.0364 3.3492 -4.9488
C -1.0416 2.3372 -5.3156
C 1.1537 3.4866 -5.7323
H -1.2113 3.8480 -3.3636
H -0.5743 1.4086 -4.9879
H -1.2312 2.2617 -6.3863
H -1.9831 2.3007 -4.7675
H 0.7994 3.3885 -6.7585
H 1.7501 4.3877 -5.5897
H 1.8099 2.6199 -5.6524
C 3.0279 -2.4540 -0.4528
O 3.4326 -2.3516 0.6355
N 1.7452 -2.8276 -0.8196
C 1.2616 -2.4418 -2.2053
C 0.6756 -2.9526 0.1975
H 3.5907 -2.3074 -1.3877
H 0.9664 -1.3992 -2.0873
H 0.3607 -2.9646 -2.5268
H 2.0492 -2.5397 -2.9524
H -0.0881 -3.6497 -0.1471
H 0.8873 -3.4488 1.1446
H 0.1808 -1.9983 0.3785
C -0.9343 -2.1483 3.2467
C 0.1493 -2.6030 4.1756
C 1.4422 -1.6394 4.1103
C 2.6060 -2.4466 4.6237
N 3.5146 -3.0447 5.0299
H -1.8601 -2.5628 3.6457
H -0.7519 -2.3061 2.1837
H -1.1500 -1.0809 3.1992
H 0.3654 -3.6358 3.9022
H -0.0204 -2.7026 5.2477
H 1.4458 -0.6534 4.5749
H 1.7006 -1.3634 3.0880
Br 1.3780 2.7701 3.6826
C -0.2811 1.6213 3.7004
C -1.5924 2.3741 3.4602
Br -3.0797 1.2381 2.9018
H -0.2612 1.0456 4.6258
H -0.0764 0.8456 2.9625
H -1.4026 3.2784 2.8819
H -2.0050 2.7913 4.3788
*
```



[6]
DFT (ωB97M-V/def2-TZVPD) results for an isolated ion of composition C2H2F5N2P and charge +2 in a non-equilibrium geometry.

Calculated values
LUMO energy in eV: -11.84
Electronic energy in eV: -27937.684
E_HOMO in eV: -21.62
Structure (SMILES): C=[N+](F)/C(F)=[N+](/F)P(F)F
Energy relative to the best compared isomer or geometry (same formula, charge and spin) in kcal/mol: 14.3

```
! RIJCOSX wB97M-V def2-TZVPD def2/J DEFGRID3
* xyz 2 1
C -1.0805 -0.1863 -0.2891
C 0.6239 -1.9912 -0.1494
N 0.2303 -0.7436 -0.4107
N -1.1342 1.0684 0.0074
F -1.9551 -1.1044 -0.2942
F 1.1685 0.0912 -0.8191
F -2.2721 1.6616 0.0564
F 1.3397 2.8628 -0.1700
F 1.1379 0.9441 1.3302
P 0.4281 2.3030 0.9122
H -0.1734 -2.6063 0.2098
H 1.6868 -2.2993 -0.3836
*
```



[7]
DFT (ωB97M-V/def2-TZVPD) results for a 4-piece molecular cluster, C28H62O19P4 overall in a non-equilibrium geometry.

Calculated values
LUMO energy in eV: 0.14
Electronic energy in eV: -106106.778
E_HOMO in eV: -8.92
Structure (SMILES): CC(=O)OCCCCC[C@@H]1OC(=O)O[C@@H]1P(O)O.CCOP(=O)(OCC)OCC.CCOP(=O)(OCC)OCC.CCOP(=O)(OCC)OCC

```
! RIJCOSX wB97M-V def2-TZVPD def2/J DEFGRID3
* xyz 0 1
C 2.7910 1.3455 -2.3375
C 3.5384 1.6766 -3.6048
O 4.0431 0.8425 -4.2856
O 3.5758 3.0044 -3.9362
C 2.7067 3.3437 -5.0165
C 1.2307 3.1185 -4.6820
C 0.4847 4.3667 -4.1753
C -0.9971 4.3296 -4.5906
C -1.8337 3.3814 -3.6824
C -2.6245 2.2865 -4.3957
O -3.9028 2.2025 -3.6590
C -3.6276 1.4445 -2.5599
O -4.2878 1.3820 -1.5686
O -2.4509 0.7522 -2.7406
C -2.2713 0.8232 -4.1740
P -0.6916 0.1177 -4.7817
O -0.7435 -1.3782 -4.1263
O -0.8684 0.0862 -6.4114
H 2.0172 0.6177 -2.5846
H 2.2991 2.2426 -1.9630
H 3.4598 0.9434 -1.5791
H 2.8583 4.4070 -5.2053
H 2.9793 2.8333 -5.9441
H 0.7302 2.8009 -5.6034
H 1.0877 2.3024 -3.9777
H 0.9523 5.2346 -4.6453
H 0.5072 4.4247 -3.0855
H -1.3770 5.3454 -4.4669
H -1.0903 4.0708 -5.6483
H -1.2071 2.9810 -2.8840
H -2.5900 4.0122 -3.2168
H -2.8336 2.4578 -5.4501
H -3.0741 0.1537 -4.5224
H -0.0622 -1.9101 -4.5549
H 0.0097 0.2818 -6.7532
O 1.4660 3.8051 0.2538
P 1.3903 4.5711 1.5012
O 1.8818 3.6833 2.7443
C 3.2364 3.2098 2.7859
C 4.2471 4.3218 2.9871
O -0.1775 4.6641 1.8753
C -1.1950 4.1055 1.0425
C -1.5360 2.6903 1.4583
O 1.8014 6.0301 1.8992
C 1.0364 6.9364 2.7171
C 0.8681 6.4727 4.1438
H 3.4551 2.6501 1.8727
H 3.2855 2.5114 3.6200
H 4.2779 4.9937 2.1273
H 5.2444 3.9028 3.1212
H 3.9928 4.9230 3.8605
H -0.9031 4.1508 -0.0066
H -2.0699 4.7479 1.1592
H -0.6367 2.0770 1.5269
H -2.2214 2.2307 0.7442
H -2.0086 2.6849 2.4416
H 0.0811 7.1523 2.2432
H 1.6040 7.8667 2.7051
H 0.2973 5.5488 4.2095
H 0.3398 7.2421 4.7082
H 1.8380 6.2965 4.6100
O 5.1831 -1.3380 4.6518
P 4.0889 -2.1521 5.1879
O 2.8022 -1.2445 5.5006
C 2.1539 -0.5548 4.4229
C 1.4558 -1.4909 3.4548
O 4.5126 -2.5460 6.6944
C 5.7577 -2.1452 7.2645
C 5.6210 -0.8378 8.0156
O 3.4665 -3.5321 4.7740
C 3.0685 -4.5892 5.6664
C 1.9224 -4.2170 6.5759
H 2.8855 0.0643 3.8975
H 1.4221 0.1107 4.8786
H 2.1709 -2.1176 2.9190
H 0.8939 -0.9173 2.7171
H 0.7731 -2.1566 3.9835
H 6.5320 -2.0853 6.5011
H 6.0476 -2.9411 7.9533
H 5.1555 -0.0756 7.3904
H 6.5975 -0.4771 8.3410
H 4.9884 -0.9668 8.8952
H 3.9295 -4.9530 6.2236
H 2.7586 -5.4034 5.0114
H 2.1862 -3.4118 7.2585
H 1.6397 -5.0885 7.1678
H 1.0592 -3.8896 5.9957
O -5.2472 -5.6137 -0.5630
P -4.5085 -5.4447 -1.8166
O -4.9812 -4.1252 -2.5940
C -4.7933 -2.8379 -1.9820
C -3.3343 -2.4439 -1.8730
O -5.0744 -6.5677 -2.8305
C -6.0798 -7.5030 -2.4438
C -7.4636 -6.9931 -2.7864
O -2.9883 -5.5657 -2.1962
C -2.4535 -6.1893 -3.3750
C -2.8341 -5.4883 -4.6574
H -5.2719 -2.8303 -1.0001
H -5.3264 -2.1271 -2.6121
H -2.7972 -3.0966 -1.1818
H -3.2433 -1.4213 -1.5063
H -2.8359 -2.5177 -2.8400
H -5.9973 -7.7452 -1.3853
H -5.8732 -8.4199 -2.9995
H -7.6183 -5.9892 -2.3909
H -8.2293 -7.6535 -2.3776
H -7.5939 -6.9394 -3.8685
H -2.7168 -7.2451 -3.3940
H -1.3716 -6.1437 -3.2476
H -3.9071 -5.5150 -4.8353
H -2.3361 -5.9799 -5.4945
H -2.5290 -4.4411 -4.6296
*
```



[8]
DFT (ωB97M-V/def2-TZVPD) results for one molecule with the formula C4H9NO in a non-equilibrium geometry.

Calculated values
LUMO energy in eV: 0.91
Electronic energy in eV: -7830.081
E_HOMO in eV: -8.91
Structure (SMILES): CN[C@H](C)C=O
Energy relative to the best compared isomer or geometry (same formula, charge and spin) in kcal/mol: 51.6

```
! RIJCOSX wB97M-V def2-TZVPD def2/J DEFGRID3
* xyz 0 1
C 0.3006 -0.5622 -1.7874
N 0.8243 0.3228 -0.7234
C -0.1406 -0.7845 1.2917
C 0.2113 0.4971 0.6143
C -0.8624 1.5948 0.4679
O -1.7773 1.4051 -0.2859
H -0.7872 -0.4394 -1.8232
H 0.3354 -1.6271 -1.4553
H 0.8600 -0.4061 -2.6955
H 1.7102 -0.1362 -0.5262
H -0.9052 -0.5916 2.0612
H 0.7034 -1.2314 1.8212
H -0.5957 -1.4891 0.5930
H 0.9661 1.0542 1.2084
H -0.8428 2.3937 1.2392
*
```